[1]
Density functional theory data (wB97M-V/def2-TZVPD) for an isolated molecule of C4H10N2O at a distorted geometry.

Output
DFT total energy   -9334.62402 eV
Lowest unoccupied orbital energy   0.927 eV
HOMO level   -8.2 eV
Frontier orbital gap   9.161 eV

The geometry in ORCA input format:
```
! RIJCOSX wB97M-V def2-TZVPD def2/J DEFGRID3
* xyz 0 1
N -0.41 -2.12 0.47
C -0.03 -0.83 -0.20
C -0.84 0.56 0.23
N -1.81 1.09 -0.72
C 0.49 1.28 0.20
C 1.30 0.09 0.24
O 2.53 0.08 -0.42
H -1.54 -2.32 0.26
H -0.55 -1.94 1.41
H 0.17 -0.89 -1.24
H -1.39 0.29 1.18
H -1.18 1.47 -1.64
H -2.70 0.50 -0.83
H 0.83 1.75 -0.68
H 0.70 2.11 0.90
H 1.49 -0.27 1.30
H 2.94 -0.86 -0.47
*
```

---

[2]
Density functional theory data (wB97M-V/def2-TZVPD) for C33H32F6N2O7PSScTe as an isolated structure.

Output
DFT total energy   -116483.09840 eV
Lowest unoccupied orbital energy   3.851 eV
HOMO level   -1.4 eV
Frontier orbital gap   5.290 eV

The geometry in ORCA input format:
```
! RIJCOSX wB97M-V def2-TZVPD def2/J DEFGRID3
* xyz -2 1
Sc 0.66 -1.76 -1.32
C 4.35 4.62 2.30
C 3.51 4.94 1.24
C 2.67 3.97 0.71
C 2.66 2.68 1.23
C 3.50 2.37 2.31
C 4.34 3.34 2.83
P 1.63 1.36 0.53
C 0.68 2.17 -0.84
C -0.47 2.93 -0.68
C -1.13 3.45 -1.78
C -0.67 3.17 -3.06
C 0.46 2.39 -3.24
C 1.14 1.89 -2.13
C 0.29 1.04 1.72
C 0.14 1.97 2.72
C -0.93 1.90 3.63
C -1.84 0.89 3.52
C -1.71 -0.10 2.52
C -2.67 -1.13 2.44
C -2.54 -2.11 1.51
C -1.45 -2.07 0.62
C -0.50 -1.06 0.57
C -0.63 -0.05 1.58
H 5.00 5.38 2.72
H 3.51 5.93 0.82
H 2.02 4.22 -0.12
H 3.48 1.37 2.71
H 4.99 3.09 3.66
H -0.86 3.11 0.32
H -2.03 4.04 -1.64
H -1.21 3.55 -3.92
H 0.80 2.13 -4.24
H 1.99 1.24 -2.27
H 0.84 2.79 2.81
H -1.02 2.65 4.41
H -2.68 0.83 4.20
H -3.54 -1.11 3.10
H -3.30 -2.88 1.42
H -1.39 -2.89 -0.10
F 1.93 -2.70 -6.57
Te 1.66 -1.89 -4.90
F 1.37 -0.34 -5.91
F -0.14 -2.35 -5.17
F 2.05 -3.59 -4.23
F 3.49 -1.53 -4.98
O 1.40 -1.07 -3.33
N -1.22 -0.62 -2.42
C -2.54 -0.76 -1.88
C -3.25 -1.93 -2.08
C -4.47 -2.12 -1.43
C -4.98 -1.14 -0.60
C -4.29 0.05 -0.44
C -3.08 0.24 -1.08
S -6.45 -1.47 0.39
O -7.05 -0.16 0.60
O -7.25 -2.38 -0.41
O -5.92 -2.07 1.61
H -1.11 -1.15 -3.28
H -0.99 0.35 -2.60
H -2.81 -2.72 -2.68
H -5.02 -3.04 -1.56
H -4.70 0.81 0.20
H -2.52 1.16 -0.92
C 0.17 -4.47 2.34
N 1.10 -3.36 2.33
C 1.09 -2.49 3.48
C 1.58 -2.89 1.17
O 1.37 -3.43 0.07
H 0.43 -5.15 3.15
H 0.24 -4.99 1.39
H -0.85 -4.12 2.48
H 1.41 -3.03 4.37
H 0.09 -2.08 3.65
H 1.77 -1.65 3.31
H 2.18 -1.98 1.26
C 4.48 0.79 -1.14
O 4.09 0.37 0.15
C 2.72 0.03 0.25
O 2.31 -0.85 -0.70
H 5.57 0.81 -1.17
H 4.11 1.81 -1.34
H 4.11 0.11 -1.91
F -0.18 -3.26 -2.21
*
```

---

[3]
Density functional theory data (wB97M-V/def2-TZVPD) for C4H9NO as an isolated structure at a distorted geometry.

Output
DFT total energy   -7827.05257 eV
Lowest unoccupied orbital energy   1.154 eV
HOMO level   -8.3 eV
Frontier orbital gap   9.438 eV

The geometry in ORCA input format:
```
! RIJCOSX wB97M-V def2-TZVPD def2/J DEFGRID3
* xyz 0 1
C 0.22 0.50 0.66
C -0.15 -0.76 -0.80
C -0.44 0.65 2.01
C -0.46 -0.24 -2.19
N 1.26 -0.54 0.76
O 1.23 -1.09 -0.62
H 0.58 1.41 0.03
H -0.82 -1.49 -0.36
H -0.52 -0.36 2.34
H -1.51 1.06 2.04
H 0.10 1.17 2.79
H 0.01 -0.76 -3.03
H -0.10 0.77 -2.17
H -1.53 -0.10 -2.51
H 2.14 -0.23 1.05
*
```

---

Here are the calculated molecular weight numbers, same order: 102.1; 918.2; 87.1 (g/mol).
Here are the calculated ΔE to the lowest compared entry with this formula, charge and spin numbers, same order: 4.363; 7.041; 5.267 (eV).